Record 1
C58H47Cl4FIrN4O9Te as an isolated structure in a non-equilibrium geometry. Source: OMol25; level of theory: ωB97M-V with the def2-TZVPD basis set.

```
125
Properties=species:S:1:pos:R:3:lowdin_spin:R:1
Ir -0.264 0.247 -1.015 0.008
C -4.568 3.238 -6.342 0.000
C -3.708 2.886 -5.166 0.000
C -3.690 3.651 -4.012 0.003
C -2.920 3.297 -2.914 0.000
C -2.852 4.206 -1.750 0.000
O -2.869 5.423 -1.885 -0.001
C -2.793 3.599 -0.415 -0.002
C -3.516 2.487 -0.064 0.000
C -3.617 2.077 1.261 -0.002
C -2.991 2.824 2.275 0.000
C -2.195 3.885 1.993 -0.002
C -1.976 4.343 0.599 -0.001
C -2.053 2.162 -2.951 0.003
O -1.264 1.930 -1.973 0.002
C -2.080 1.396 -4.156 0.004
C -2.891 1.760 -5.216 0.002
C -1.190 0.228 -4.323 0.015
N 0.073 0.378 -4.483 0.075
C 0.688 1.683 -4.450 0.008
C 2.119 1.448 -4.889 0.038
Te 2.453 -0.583 -4.197 0.539
C 4.111 0.173 -3.081 0.042
C 3.831 1.014 -2.013 0.007
C 4.851 1.701 -1.378 0.000
C 6.155 1.579 -1.831 0.004
C 6.435 0.746 -2.900 0.002
C 5.420 0.035 -3.520 0.021
C -1.800 -1.094 -4.475 0.001
C -3.187 -1.246 -4.505 0.002
C -3.754 -2.487 -4.727 0.000
C -2.949 -3.600 -4.899 0.002
C -1.571 -3.468 -4.818 0.000
C -1.001 -2.229 -4.611 0.002
H -5.037 4.208 -6.200 0.000
H -5.354 2.492 -6.461 0.000
H -3.979 3.253 -7.259 0.000
H -4.283 4.553 -3.950 0.000
H -4.033 1.936 -0.833 0.000
H -4.178 1.192 1.513 0.000
H -3.120 2.508 3.301 0.000
H -1.711 4.452 2.776 0.000
H -2.147 5.427 0.487 0.000
H -2.861 1.172 -6.126 0.000
H 0.663 2.082 -3.432 0.001
H 0.153 2.385 -5.103 -0.001
H 2.823 2.151 -4.455 0.000
H 2.206 1.476 -5.973 0.012
H 2.812 1.150 -1.677 0.001
H 4.616 2.350 -0.546 0.000
H 6.947 2.145 -1.361 0.000
H 7.450 0.661 -3.260 0.000
H 5.643 -0.621 -4.349 0.006
H -3.820 -0.384 -4.358 0.000
H -4.830 -2.587 -4.766 0.000
H -3.391 -4.567 -5.090 0.000
H -0.942 -4.338 -4.923 0.000
H 0.073 -2.118 -4.540 0.002
C 3.249 2.392 4.707 0.000
C 1.768 2.729 4.899 0.000
N 0.929 2.149 3.870 0.001
C 0.769 2.860 2.708 0.001
C 0.019 2.433 1.667 0.000
C 0.121 3.136 0.340 0.000
O -0.577 4.245 0.146 0.000
O 0.926 2.754 -0.478 0.001
C -0.653 1.153 1.721 0.000
O -1.396 0.738 0.812 0.000
C -0.369 0.365 2.908 0.000
C -0.848 -0.942 2.993 0.000
C -0.468 -1.760 4.025 0.000
F -0.992 -3.014 4.060 0.000
C 0.456 -1.352 4.998 0.000
C 0.857 -0.016 4.953 0.000
C 0.457 0.856 3.938 0.000
N 0.945 -2.237 5.974 0.000
C 1.874 -1.783 6.971 0.000
C 3.317 -1.677 6.403 0.000
N 3.362 -2.333 5.079 0.000
C 2.751 -3.679 5.088 0.000
C 1.288 -3.588 5.590 0.000
H 3.816 2.638 5.601 0.000
H 3.658 2.952 3.871 0.000
H 3.376 1.338 4.486 0.000
H 1.642 3.815 4.856 0.000
H 1.416 2.391 5.877 0.000
H 1.290 3.807 2.668 0.000
H -1.481 -1.321 2.207 0.000
H 1.535 0.354 5.699 0.000
H 1.858 -2.523 7.776 0.000
H 1.552 -0.835 7.398 0.000
H 4.025 -2.177 7.067 0.000
H 3.622 -0.638 6.279 0.000
H 4.320 -2.413 4.711 0.000
H 2.891 -1.720 4.359 0.000
H 3.349 -4.319 5.738 0.000
H 2.797 -4.073 4.073 0.000
H 1.155 -4.222 6.471 0.000
H 0.611 -3.956 4.828 0.000
Cl 5.017 -4.424 -0.539 -0.001
C 3.974 -3.083 -0.237 -0.002
C 3.933 -2.491 1.010 0.013
Cl 4.914 -3.092 2.301 0.003
C 3.084 -1.405 1.212 0.004
Cl 3.146 -0.499 2.682 0.000
C 2.210 -0.907 0.241 0.008
O 1.457 0.095 0.445 0.002
C 2.223 -1.572 -1.046 0.002
O 1.419 -1.153 -1.969 0.148
C 3.143 -2.596 -1.252 0.014
Cl 3.280 -3.188 -2.868 0.011
O -2.175 -0.894 -1.710 0.003
C -2.055 -1.765 -0.814 0.000
O -0.999 -1.895 -0.154 0.000
C -3.234 -2.630 -0.504 0.000
C -4.468 -2.314 -1.062 0.000
C -5.588 -3.046 -0.720 0.000
C -5.483 -4.097 0.175 0.000
C -4.252 -4.425 0.718 0.000
C -3.129 -3.689 0.389 0.000
H -4.527 -1.489 -1.755 0.000
H -6.548 -2.797 -1.147 0.000
H -6.361 -4.660 0.455 0.000
H -4.168 -5.255 1.402 0.000
H -2.167 -3.928 0.818 0.000
```

Calculated values
- calculated total energy (hartree) = -5447.29188
- Kohn-Sham gap (alpha / beta) (eV) = 3.557 / 3.327
- multiplicity = 2
- relative energy (zero: lowest compared OMol25 entry of this formula, charge and spin) (kcal per mole) = 122.81
- expectation value of S² = 0.759
- total charge = 0



Record 2
A 17-piece molecular cluster, C44H129N7O17 overall in a non-equilibrium geometry. Source: OMol25; level of theory: ωB97M-V with the def2-TZVPD basis set.

```
197
Properties=species:S:1:pos:R:3:lowdin_spin:R:1
C -3.139 -1.829 5.312 0.000
C -4.036 -2.706 6.178 0.000
O -3.230 -3.885 6.573 0.000
H -2.225 -1.478 5.790 0.000
H -3.649 -0.920 4.992 0.000
H -2.951 -2.322 4.358 0.000
H -4.857 -3.038 5.543 0.000
H -4.514 -2.202 7.018 0.000
H -3.835 -4.555 6.899 0.000
C 0.463 4.689 1.777 0.000
C -0.935 5.283 1.354 0.000
O -0.760 6.669 1.397 0.000
H 0.409 3.609 1.911 0.000
H 0.674 5.193 2.720 0.000
H 1.290 4.989 1.133 0.000
H -1.680 4.922 2.063 0.000
H -1.284 5.127 0.333 0.000
H -0.370 6.925 0.558 0.000
C -7.199 -1.704 -2.489 0.000
C -5.677 -1.890 -2.872 0.000
O -4.916 -1.933 -1.648 0.000
H -7.847 -1.806 -3.360 0.000
H -7.375 -0.721 -2.051 0.000
H -7.410 -2.432 -1.706 0.000
H -5.226 -1.099 -3.472 0.000
H -5.511 -2.794 -3.458 0.000
H -4.017 -1.695 -1.887 0.000
C -5.052 1.939 -0.421 0.000
C -3.915 1.776 0.560 0.000
O -3.528 3.095 0.866 0.000
H -5.342 0.930 -0.716 0.000
H -4.715 2.512 -1.285 0.000
H -5.857 2.422 0.132 0.000
H -3.090 1.272 0.056 0.000
H -4.250 1.247 1.452 0.000
H -4.097 3.446 1.554 0.000
C -1.700 -5.837 1.965 0.002
C -0.760 -5.375 0.862 0.007
O -0.028 -4.285 1.356 0.006
H -2.280 -6.663 1.555 0.001
H -2.441 -5.094 2.259 0.000
H -1.154 -6.205 2.834 0.001
H -1.225 -5.141 -0.096 0.000
H -0.020 -6.162 0.712 0.009
H 0.696 -4.061 0.766 0.001
C -5.530 -1.736 2.113 0.000
C -5.475 -3.219 1.674 0.000
O -6.346 -3.480 0.577 0.000
H -4.800 -1.548 2.900 0.000
H -6.561 -1.481 2.359 0.000
H -5.349 -1.187 1.189 0.000
H -5.785 -3.858 2.500 0.000
H -4.498 -3.648 1.453 0.000
H -5.940 -3.205 -0.248 0.000
C 0.452 1.420 -0.370 0.002
C 0.293 0.907 1.018 0.001
C -0.295 -0.469 1.155 0.001
O -1.609 -0.445 0.614 0.000
C -2.396 -1.596 0.974 0.000
N 1.648 0.859 1.610 0.003
H 1.209 0.926 -0.980 0.002
H 0.862 2.428 -0.435 0.000
H -0.516 1.354 -0.865 0.000
H -0.324 1.565 1.630 0.000
H -0.329 -0.820 2.186 0.000
H 0.368 -1.203 0.698 0.001
H -2.561 -1.451 2.042 0.000
H -1.963 -2.583 0.813 0.000
H -3.337 -1.552 0.427 0.000
H 1.616 0.650 2.598 0.000
H 2.205 0.152 1.151 0.007
C 2.468 -2.454 -2.627 0.070
C 1.481 -3.043 -1.594 0.009
C 0.839 -4.342 -2.152 0.027
O -0.065 -3.975 -3.203 0.010
C -0.838 -5.018 -3.759 0.006
N 2.266 -3.402 -0.407 0.022
H 3.022 -1.585 -2.270 0.010
H 1.969 -2.101 -3.529 0.004
H 3.213 -3.193 -2.921 0.067
H 0.762 -2.289 -1.274 0.002
H 0.233 -4.867 -1.413 0.001
H 1.587 -5.052 -2.504 0.029
H -0.240 -5.841 -4.151 0.002
H -1.463 -4.611 -4.553 0.001
H -1.419 -5.500 -2.972 0.001
H 2.753 -2.540 -0.206 0.007
H 2.993 -4.017 -0.742 0.060
C 1.264 2.339 5.803 0.000
C 0.779 1.008 6.266 0.000
C -0.140 0.350 5.221 0.000
O -1.372 1.054 5.278 0.000
C -2.103 1.245 4.118 0.000
N 1.992 0.260 6.500 0.000
H 1.932 2.921 6.438 0.000
H 0.433 2.996 5.546 0.000
H 1.840 2.182 4.892 0.000
H 0.245 1.186 7.200 0.000
H -0.245 -0.720 5.404 0.000
H 0.266 0.495 4.220 0.000
H -2.404 0.318 3.630 0.000
H -1.465 1.760 3.399 0.000
H -2.994 1.853 4.274 0.000
H 2.457 0.551 7.348 0.000
H 1.723 -0.677 6.763 0.000
C 3.768 -2.490 5.518 0.001
C 3.709 -2.050 4.121 0.001
C 3.605 -3.215 3.131 0.004
O 4.856 -3.935 3.194 0.012
C 5.048 -4.798 2.099 0.097
N 2.542 -1.208 3.958 0.000
H 4.628 -3.145 5.663 0.000
H 2.900 -3.054 5.859 0.000
H 4.001 -1.699 6.232 0.000
H 4.558 -1.420 3.855 0.000
H 3.494 -2.834 2.115 0.005
H 2.786 -3.920 3.277 0.001
H 4.371 -5.652 2.068 0.018
H 6.069 -5.177 2.134 0.013
H 4.970 -4.265 1.151 0.044
H 1.797 -1.890 3.978 0.000
H 2.520 -0.766 4.865 0.000
C 0.868 4.771 -5.323 0.000
C -0.700 4.661 -5.722 0.000
C -1.552 4.053 -4.597 0.000
O -1.487 4.928 -3.488 0.000
C -2.187 4.459 -2.351 0.000
N -1.195 5.927 -6.097 0.000
H 0.955 5.465 -4.487 0.000
H 1.573 5.079 -6.095 0.000
H 1.236 3.788 -5.028 0.000
H -0.792 4.049 -6.619 0.000
H -1.172 3.059 -4.358 0.000
H -2.577 3.935 -4.947 0.000
H -2.362 5.247 -1.619 0.000
H -1.711 3.671 -1.767 0.000
H -3.205 4.175 -2.618 0.000
H -0.437 6.471 -6.484 0.000
H -1.568 6.431 -5.306 0.000
C -2.725 0.542 -3.059 0.000
C -2.234 -0.747 -3.641 0.000
C -0.850 -0.578 -4.279 0.001
O -0.847 0.186 -5.479 0.001
C 0.417 0.514 -6.012 0.003
N -2.135 -1.611 -2.496 0.000
H -2.526 1.367 -3.743 0.000
H -2.195 0.854 -2.159 0.000
H -3.796 0.447 -2.879 0.000
H -2.947 -1.208 -4.324 0.000
H -0.451 -1.560 -4.532 0.001
H -0.121 -0.167 -3.581 0.001
H 0.378 0.996 -6.989 0.000
H 0.905 -0.454 -6.128 0.003
H 0.955 1.134 -5.295 0.000
H -1.601 -2.437 -2.724 0.000
H -1.603 -1.092 -1.813 0.000
C 4.341 2.098 -7.387 0.003
C 4.420 3.185 -6.355 0.001
C 4.635 2.591 -4.938 0.008
O 3.483 1.821 -4.615 0.015
C 3.479 1.396 -3.272 0.015
N 5.514 4.065 -6.718 0.000
H 4.348 2.478 -8.409 0.000
H 3.427 1.535 -7.198 0.000
H 5.170 1.400 -7.269 0.002
H 3.474 3.707 -6.499 0.000
H 4.819 3.375 -4.204 0.001
H 5.489 1.918 -5.011 0.006
H 2.672 0.719 -2.991 0.002
H 3.488 2.260 -2.608 0.002
H 4.333 0.789 -2.973 0.017
H 5.546 4.720 -5.950 0.000
H 6.385 3.587 -6.535 0.000
C 4.123 3.526 2.950 0.000
O 3.649 3.341 1.597 0.004
H 3.253 3.518 3.605 0.000
H 4.760 2.695 3.253 0.000
H 4.600 4.505 2.999 0.000
H 3.175 2.522 1.440 0.001
C 5.092 -0.635 1.102 0.050
O 4.282 -1.307 0.142 0.165
H 4.413 -0.246 1.860 0.003
H 5.844 -1.245 1.603 0.012
H 5.634 0.229 0.716 0.011
H 4.801 -1.880 -0.427 0.097
C 2.387 4.861 -1.860 0.001
O 2.448 6.116 -1.144 0.001
H 3.264 4.653 -2.472 0.000
H 2.313 4.046 -1.141 0.000
H 1.472 4.791 -2.449 0.000
H 3.308 6.090 -0.719 0.000
C 0.086 -3.840 4.741 0.001
O -0.232 -2.878 3.728 0.000
H -0.831 -4.173 5.227 0.000
H 0.669 -4.691 4.387 0.001
H 0.723 -3.440 5.529 0.000
H -0.432 -3.323 2.902 0.000
```

Calculated values
- calculated total energy (hartree) = -3415.87424
- Kohn-Sham gap (alpha / beta) (eV) = 1.875 / 9.047
- multiplicity = 2
- expectation value of S² = 0.750
- total charge = -1



Record 3
A 2-piece molecular cluster, C17H28BN2O3 overall in a non-equilibrium geometry. Source: OMol25; level of theory: ωB97M-V with the def2-TZVPD basis set.

```
51
Properties=species:S:1:pos:R:3:nbo_charge:R:1
C 0.335 -5.264 2.144 -0.311
C 0.457 -4.413 1.310 0.039
C 0.715 -3.373 0.289 0.297
N 1.950 -3.868 -0.410 -0.641
C 2.875 -2.818 -0.844 -0.222
C 2.430 -2.145 -2.148 -0.630
C -0.443 -3.252 -0.753 -0.071
O -0.568 -1.895 -1.031 -0.743
B -0.180 -1.221 0.246 0.961
C -1.578 -1.236 1.239 -0.729
C -2.784 -0.612 0.563 0.112
C -3.786 -1.664 0.084 -0.635
O -3.469 0.336 1.429 -0.749
N 0.204 0.257 0.125 -0.896
C 1.627 0.601 -0.007 -0.201
C 1.902 1.549 -1.205 -0.621
O 0.809 -2.133 0.890 -0.709
H 0.428 -6.135 2.753 0.222
H 2.460 -4.438 0.255 0.355
H 3.092 -2.091 -0.060 0.187
H 3.818 -3.325 -1.065 0.175
H 1.690 -2.788 -2.623 0.218
H 3.256 -2.047 -2.852 0.188
H 1.935 -1.193 -1.986 0.223
H -0.301 -3.870 -1.639 0.174
H -1.347 -3.655 -0.262 0.148
H -1.819 -2.241 1.610 0.174
H -1.325 -0.639 2.116 0.217
H -2.486 -0.042 -0.320 0.153
H -3.940 -2.383 0.890 0.191
H -4.741 -1.168 -0.111 0.185
H -3.427 -2.162 -0.812 0.225
H -4.255 -0.103 1.766 0.447
H -0.284 0.595 -0.696 0.351
H 2.268 -0.271 -0.117 0.179
H 1.908 1.165 0.887 0.157
H 2.471 1.028 -1.976 0.195
H 0.975 1.943 -1.611 0.198
H 2.559 2.352 -0.869 0.195
C -1.023 4.578 -0.585 -0.221
C -0.602 3.872 0.534 -0.147
C 0.138 4.514 1.517 -0.231
C 0.450 5.861 1.386 -0.221
C 0.026 6.567 0.268 -0.230
C -0.708 5.924 -0.719 -0.227
H -1.596 4.076 -1.354 0.210
H -0.845 2.820 0.639 0.241
H 0.471 3.960 2.385 0.216
H 1.025 6.361 2.156 0.202
H 0.268 7.618 0.166 0.201
H -1.035 6.472 -1.594 0.202
```

Calculated values
- calculated total energy (hartree) = -1024.69345
- Kohn-Sham gap (eV) = 7.196
- relative energy (zero: lowest compared OMol25 entry of this formula, charge and spin) (kcal per mole) = 0.00
- total charge = -1



Record 4
A 12-piece molecular cluster, C18H38BCl22NO3 overall in a non-equilibrium geometry. Source: OMol25; level of theory: ωB97M-V with the def2-TZVPD basis set.

```
83
Properties=species:S:1:pos:R:3:lowdin_charge:R:1
C 0.880 -1.287 -2.362 -0.163
C 0.293 -0.642 -0.991 -0.213
B 1.412 -0.714 0.231 -0.484
O 0.924 -0.548 1.569 0.087
O 2.797 -0.969 -0.133 0.123
C 3.705 0.083 0.208 -0.361
O 4.033 0.121 1.429 0.007
N 4.364 1.071 -0.646 0.022
C 3.453 2.076 -1.259 -0.155
C 3.923 3.500 -0.602 -0.377
C 3.321 4.721 -1.428 -0.101
C 3.330 3.505 0.911 -0.078
H 1.385 -0.504 -3.023 0.045
H 1.612 -2.149 -2.161 0.080
H 0.007 -1.719 -2.973 0.078
H -0.604 -1.278 -0.695 0.059
H 0.011 0.445 -1.262 -0.065
H 1.556 0.076 2.002 0.102
H 5.018 0.650 -1.317 0.114
H 3.616 2.096 -2.386 0.124
H 2.343 1.940 -1.043 0.132
H 5.056 3.556 -0.516 0.078
H 3.545 4.633 -2.544 0.076
H 3.690 5.700 -0.979 0.083
H 2.173 4.657 -1.338 0.085
H 3.869 4.351 1.465 0.084
H 3.441 2.492 1.417 0.058
H 2.223 3.817 0.827 0.084
Cl -4.104 -0.901 0.156 0.541
C -3.369 0.568 0.809 -0.963
Cl -2.281 1.312 -0.368 0.554
H -4.156 1.276 1.060 0.029
H -2.802 0.313 1.703 0.032
Cl -0.604 1.287 -2.984 0.603
C 0.011 1.435 -4.640 -0.998
Cl 0.892 2.933 -4.886 0.511
H 0.676 0.596 -4.843 0.027
H -0.831 1.412 -5.327 -0.070
Cl -2.416 -4.267 1.682 0.505
C -1.586 -3.240 0.507 -1.060
Cl -0.733 -4.207 -0.703 0.544
H -2.321 -2.613 0.004 -0.054
H -0.864 -2.614 1.032 -0.002
Cl -5.877 -3.366 -1.374 0.487
C -6.384 -2.499 -2.831 -1.076
Cl -4.988 -2.029 -3.808 0.489
H -7.034 -3.150 -3.426 -0.128
H -6.928 -1.602 -2.537 0.035
Cl -2.551 3.735 -5.584 0.528
C -3.105 2.940 -7.064 -0.992
Cl -2.651 1.231 -7.090 0.538
H -4.189 3.017 -7.121 0.028
H -2.654 3.437 -7.922 0.030
Cl -8.344 -3.364 -4.907 0.607
C -7.682 -3.250 -6.546 -0.968
Cl -6.796 -1.740 -6.780 0.504
H -7.006 -4.087 -6.713 0.036
H -8.503 -3.290 -7.260 0.028
Cl -4.924 -4.975 6.730 0.501
C -4.120 -4.531 5.220 -1.042
Cl -3.111 -3.095 5.429 0.482
H -3.491 -5.360 4.897 0.025
H -4.875 -4.325 4.464 0.027
Cl 9.255 0.878 0.272 0.512
C 7.650 1.619 0.230 -1.017
Cl 7.350 2.409 -1.324 0.531
H 6.899 0.846 0.386 0.011
H 7.583 2.362 1.023 0.035
Cl 2.553 -2.394 5.622 0.506
C 1.973 -2.205 3.963 -1.055
Cl 0.937 -3.554 3.485 0.535
H 1.403 -1.281 3.892 0.011
H 2.830 -2.163 3.293 0.023
Cl 4.328 0.477 4.434 0.533
C 4.638 0.864 6.130 -1.028
Cl 6.177 1.712 6.321 0.502
H 3.836 1.499 6.500 0.028
H 4.671 -0.062 6.703 0.018
Cl -2.159 0.486 5.958 0.478
C -2.686 0.381 7.642 -1.031
Cl -4.097 1.404 7.936 0.500
H -2.945 -0.652 7.867 0.019
H -1.872 0.707 8.287 0.027
```

Calculated values
- calculated total energy (hartree) = -11138.15327
- SMILES string = CCB(O)OC(=O)NCC(C)C.ClCCl.ClCCl.ClCCl.ClCCl.ClCCl.ClCCl.ClCCl.ClCCl.ClCCl.ClCCl.ClCCl
- Kohn-Sham gap (eV) = 10.121
- relative energy (zero: lowest compared OMol25 entry of this formula, charge and spin) (kcal per mole) = 0.00
- total charge = 0



Record 5
C3H6N2O2 as an isolated structure in a non-equilibrium geometry. Source: OMol25; level of theory: ωB97M-V with the def2-TZVPD basis set.

```
13
Properties=species:S:1:pos:R:3:nbo_charge:R:1
N 1.450 0.823 -0.361 -0.773
C 1.182 -0.412 0.016 0.583
O 2.005 -1.345 0.121 -0.581
C 0.184 -0.920 0.888 -0.066
O -1.455 -1.042 0.102 -0.552
C -1.785 -0.024 -0.540 0.434
N -1.043 0.994 -0.387 -0.834
H 2.434 0.955 -0.473 0.400
H 0.826 1.562 -0.114 0.442
H 0.289 -0.273 1.777 0.212
H -0.031 -1.910 1.251 0.243
H -2.601 -0.083 -1.256 0.154
H -1.453 1.673 -1.024 0.336
```

Calculated values
- calculated total energy (hartree) = -377.80129
- Kohn-Sham gap (eV) = 10.368
- relative energy (zero: lowest compared OMol25 entry of this formula, charge and spin) (kcal per mole) = 99.18
- total charge = 0